# 1
DFT (ωB97M-V/def2-TZVPD) results for 2 unconnected molecules or ions with the total composition C2HF2N3 at a distorted geometry.

```
! RIJCOSX wB97M-V def2-TZVPD def2/J DEFGRID3
* xyz 0 1
F -1.171 0.825 0.645
F 1.199 -1.001 0.812
N -1.281 -0.470 0.542
N -3.028 -1.198 -0.821
N -2.128 -0.852 -0.229
C 1.704 0.019 0.248
C 2.164 0.971 -0.288
H 2.542 1.706 -0.909
*
```

Lowest unoccupied orbital energy: -0.179 eV
Kohn-Sham gap: 0.3674 hartree
Relative energy (zero: lowest compared OMol25 entry of this formula, charge and spin): 115.5 kcal/mol
DFT total energy: -440.5375 hartree

# 2
DFT (ωB97M-V/def2-TZVPD) results for a molecular structure, C6H6Cl2FeInN2O3S at a distorted geometry.

```
! RIJCOSX wB97M-V def2-TZVPD def2/J DEFGRID3
* xyz 4 6
In -0.117 -0.541 -2.272
Fe -0.891 0.663 0.103
Cl -1.494 -2.493 -2.008
Cl -1.563 2.405 -0.950
S -1.352 -0.893 1.583
O 1.817 1.638 0.919
O 0.321 1.555 -5.317
O 0.242 -3.477 -4.628
N 0.686 -0.436 3.347
N -1.220 0.375 4.026
C 0.778 1.191 0.572
C 1.040 0.246 4.586
C 0.075 0.774 -4.522
C -0.604 -0.279 3.025
C -0.282 0.845 5.037
C 0.317 -2.361 -4.399
H 1.447 -0.483 5.286
H -2.177 0.691 3.902
H 1.349 -0.849 2.692
H -0.581 0.489 6.018
H 1.816 0.990 4.400
H -0.266 1.934 5.076
*
```

Lowest unoccupied orbital energy (alpha / beta): -18.441 / -18.839 eV
Expectation value of S²: 9.19
Kohn-Sham gap (alpha / beta): 0.2289 / 0.2222 hartree
Relative energy (zero: lowest compared OMol25 entry of this formula, charge and spin): 0.0 kcal/mol
DFT total energy: -3337.9645 hartree

# 3
DFT (ωB97M-V/def2-TZVPD) results for a molecular structure, C3H3N2O4S at a distorted geometry.

```
! RIJCOSX wB97M-V def2-TZVPD def2/J DEFGRID3
* xyz -1 1
S -0.729 -1.130 2.275
O 0.533 -1.158 3.029
O -3.580 1.008 2.849
O -2.399 1.552 0.236
O -0.963 -2.373 1.620
N -2.018 -0.679 3.039
N -0.651 0.268 1.111
C 0.225 0.049 -0.009
C -2.598 0.388 2.444
C -1.912 0.817 1.075
H 0.076 -0.820 -0.535
H 1.146 0.040 0.394
H 0.083 0.743 -0.738
*
```

Lowest unoccupied orbital energy: 3.580 eV
Kohn-Sham gap: 0.3351 hartree
Relative energy (zero: lowest compared OMol25 entry of this formula, charge and spin): 0.0 kcal/mol
DFT total energy: -924.8512 hartree

# 4
DFT (ωB97M-V/def2-TZVPD) results for a single C3H5NO3 molecule at a distorted geometry.

```
! RIJCOSX wB97M-V def2-TZVPD def2/J DEFGRID3
* xyz 0 1
O -2.139 0.150 0.724
O -1.403 -0.876 -1.120
O 1.454 1.456 -0.557
N 1.163 -1.137 0.027
C 0.446 1.284 0.287
C 0.228 -0.178 0.539
C -1.186 -0.326 -0.074
H 2.037 -0.772 -0.333
H 0.092 -0.283 1.624
H 1.569 2.399 -0.749
H -3.013 -0.009 0.333
H 0.752 -1.708 -0.703
*
```

Lowest unoccupied orbital energy: 0.545 eV
Kohn-Sham gap: 0.3431 hartree
Relative energy (zero: lowest compared OMol25 entry of this formula, charge and spin): 77.1 kcal/mol
DFT total energy: -397.7138 hartree

# 5
DFT (ωB97M-V/def2-TZVPD) results for a single C23H26ClFN2O2 molecule.

```
! RIJCOSX wB97M-V def2-TZVPD def2/J DEFGRID3
* xyz 0 1
Cl -5.383 0.648 -0.057
F -7.022 0.005 -4.762
O 3.836 -1.381 3.617
O 0.973 1.066 -0.231
N 5.722 -0.639 2.639
N -2.403 0.079 -0.540
C 3.169 2.877 1.984
C -4.152 -0.853 -1.936
C 2.682 0.235 1.306
C 6.431 0.135 1.635
C -6.081 -0.277 -3.839
C -5.232 -0.025 -1.632
C 4.400 -0.577 2.895
C 7.837 -0.471 1.613
C 0.524 -0.242 -0.552
C -1.591 0.643 -1.598
C 3.908 1.870 2.583
C 2.203 2.573 1.048
C -0.284 -0.123 -1.847
C 7.609 -1.908 2.078
C -6.203 0.270 -2.575
C -1.644 -0.003 0.690
C -0.354 -0.824 0.564
C 3.668 0.550 2.232
C 1.942 1.245 0.702
C -3.096 -1.145 -0.904
C -4.070 -1.378 -3.219
C 6.534 -1.733 3.145
C -5.026 -1.103 -4.180
H 8.511 -2.373 2.469
H -0.494 -1.126 -2.223
H 6.447 1.197 1.889
H -2.282 -0.423 1.472
H -0.586 -1.863 0.326
H -2.430 -1.934 -1.288
H 8.478 0.050 2.325
H 7.227 -2.514 1.256
H -1.383 1.020 0.975
H 4.648 2.106 3.333
H 5.905 -2.611 3.297
H 6.976 -1.452 4.108
H -1.343 1.666 -1.305
H -2.184 0.679 -2.515
H 2.512 -0.807 1.082
H -7.038 0.908 -2.336
H 0.180 -0.802 1.514
H 1.622 3.348 0.572
H 1.392 -0.896 -0.732
H 5.937 0.029 0.661
H -4.961 -1.514 -5.174
H 3.346 3.908 2.253
H -3.239 -2.020 -3.471
H -3.582 -1.525 0.000
H 8.292 -0.411 0.627
H 0.309 0.406 -2.594
*
```

Lowest unoccupied orbital energy: 0.673 eV
Kohn-Sham gap: 0.3305 hartree
Relative energy (zero: lowest compared OMol25 entry of this formula, charge and spin): 3.7 kcal/mol
DFT total energy: -1712.1037 hartree

# 6
DFT (ωB97M-V/def2-TZVPD) results for a gas-phase ion, C3H3N2 (charge +1) at a distorted geometry.

```
! RIJCOSX wB97M-V def2-TZVPD def2/J DEFGRID3
* xyz 1 1
N 0.038 -0.038 -0.103
N -2.559 0.145 2.455
C -1.761 -0.120 1.669
C 1.180 0.037 -1.006
C -0.800 -0.221 0.759
H 0.531 0.474 -1.901
H 1.495 -0.950 -1.373
H 1.876 0.673 -0.500
*
```

Lowest unoccupied orbital energy: -6.869 eV
Kohn-Sham gap: 0.4028 hartree
Relative energy (zero: lowest compared OMol25 entry of this formula, charge and spin): 17.9 kcal/mol
DFT total energy: -225.2294 hartree